Record 1
C48H31BrClF4N2O6PS2Sr | ωB97M-V/def2-TZVPD

Summary:
E: -7011.03069 hartree
HOMO level: -1.50 eV
E_LUMO: 3.9 eV
Frontier orbital gap: 0.200 Ha
Net charge: -2
Energy relative to the best compared isomer or geometry (same formula, charge and spin): 244.8 kJ/mol

Cartesian coordinates (Å):
Sr (0.827, -0.932, -1.422)
Cl (5.006, 4.697, -4.469)
C (3.793, 3.598, -3.803)
C (2.515, 4.087, -3.484)
C (1.570, 3.242, -2.962)
C (1.826, 1.849, -2.736)
O (0.969, 1.105, -2.181)
C (3.131, 1.379, -3.122)
C (3.535, -0.020, -3.003)
N (2.745, -1.030, -3.012)
C (3.256, -2.352, -2.975)
C (4.514, -2.704, -3.398)
C (4.967, -4.044, -3.349)
C (4.173, -5.035, -2.849)
C (2.852, -4.730, -2.443)
C (1.956, -5.707, -1.931)
C (0.655, -5.381, -1.675)
C (0.226, -4.065, -1.953)
N (1.041, -3.131, -2.368)
C (2.362, -3.415, -2.566)
C (4.095, 2.278, -3.609)
H (2.292, 5.137, -3.639)
H (0.581, 3.603, -2.696)
H (4.616, -0.173, -2.922)
H (5.177, -1.945, -3.792)
H (5.966, -4.272, -3.706)
H (4.530, -6.055, -2.774)
H (2.330, -6.711, -1.762)
H (-0.043, -6.099, -1.264)
H (-0.816, -3.772, -1.813)
H (5.081, 1.907, -3.873)
F (0.422, 5.839, 5.130)
C (-0.008, 4.979, 4.201)
C (-1.230, 4.375, 4.330)
F (-2.010, 4.699, 5.369)
C (-1.667, 3.475, 3.375)
F (-2.915, 3.021, 3.575)
C (-0.929, 3.133, 2.249)
P (-1.134, 1.612, 0.991)
C (-2.053, 2.627, -0.276)
C (-2.896, 3.686, 0.083)
C (-3.614, 4.387, -0.881)
C (-3.515, 4.028, -2.223)
C (-2.678, 2.986, -2.589)
C (-1.940, 2.299, -1.628)
C (-2.569, 0.805, 1.833)
C (-3.794, 0.601, 1.205)
C (-4.785, -0.164, 1.817)
C (-4.560, -0.734, 3.062)
C (-3.331, -0.551, 3.688)
C (-2.346, 0.203, 3.072)
C (0.308, 3.800, 2.148)
Br (1.419, 3.550, 0.641)
C (0.757, 4.699, 3.095)
F (1.934, 5.325, 2.974)
H (-3.011, 3.969, 1.123)
H (-4.259, 5.204, -0.575)
H (-4.102, 4.552, -2.972)
H (-2.589, 2.686, -3.628)
H (-1.282, 1.500, -1.935)
H (-3.964, 0.999, 0.211)
H (-5.723, -0.337, 1.301)
H (-5.329, -1.336, 3.533)
H (-3.131, -1.023, 4.645)
H (-1.373, 0.301, 3.545)
O (-1.799, -1.928, 0.875)
C (-1.838, -1.306, -0.182)
O (-1.132, -0.230, -0.424)
C (-2.836, -1.708, -1.269)
C (-3.981, -2.361, -0.782)
C (-5.058, -2.675, -1.591)
C (-4.996, -2.325, -2.944)
C (-3.863, -1.725, -3.457)
C (-2.721, -1.417, -2.662)
S (-1.302, -0.788, -3.479)
H (-3.995, -2.594, 0.276)
H (-5.936, -3.165, -1.181)
H (-5.839, -2.535, -3.598)
H (-3.804, -1.468, -4.511)
C (2.210, -0.169, 6.250)
C (2.238, -0.694, 4.834)
C (2.934, -1.851, 4.505)
C (2.995, -2.298, 3.186)
C (2.362, -1.576, 2.191)
C (1.628, -0.433, 2.509)
C (1.578, 0.005, 3.818)
S (2.414, -2.089, 0.496)
O (2.780, -0.859, -0.238)
O (3.387, -3.148, 0.400)
O (1.031, -2.501, 0.203)
H (2.847, -0.767, 6.906)
H (1.194, -0.179, 6.654)
H (2.561, 0.866, 6.277)
H (3.432, -2.415, 5.287)
H (3.545, -3.193, 2.918)
H (1.111, 0.113, 1.725)
H (1.018, 0.903, 4.066)

Cartesian forces (eV/Å) of the 6 atoms listed first:
-2.871 1.050 -1.958
-0.138 -0.111 0.086
-0.063 0.210 -0.044
0.087 -0.053 0.017
0.012 0.089 -0.093
0.128 0.048 0.013


Record 2
C48H33BrHfN7O4SSe | ωB97M-V/def2-TZVPD

Summary:
E: -7954.71592 hartree
HOMO level: -10.21 eV
E_LUMO: -3.8 eV
Frontier orbital gap: 0.237 Ha
Net charge: +1
Energy relative to the best compared isomer or geometry (same formula, charge and spin): 17.3 kJ/mol

Cartesian coordinates (Å):
Hf (-0.521, 0.266, 0.044)
C (-2.039, 3.329, 1.619)
O (-0.901, 2.467, 1.515)
C (0.157, 2.728, 2.358)
C (0.093, 3.587, 3.442)
C (1.226, 3.775, 4.223)
C (2.410, 3.122, 3.916)
C (2.471, 2.264, 2.830)
C (1.338, 2.047, 2.057)
N (1.278, 1.165, 0.955)
N (2.347, 0.439, 0.795)
C (2.567, -0.315, -0.282)
C (1.847, -0.203, -1.517)
O (0.733, 0.461, -1.585)
C (2.361, -0.826, -2.681)
C (3.383, -1.712, -2.577)
C (4.040, -1.986, -1.337)
C (5.037, -2.973, -1.259)
C (5.665, -3.225, -0.063)
C (5.307, -2.495, 1.076)
C (4.321, -1.534, 1.020)
C (3.669, -1.262, -0.189)
H (-2.533, 3.200, 2.583)
H (-1.738, 4.370, 1.491)
H (-2.724, 3.043, 0.825)
H (-0.820, 4.110, 3.684)
H (1.178, 4.447, 5.069)
H (3.293, 3.289, 4.518)
H (3.387, 1.755, 2.571)
H (1.842, -0.651, -3.614)
H (3.710, -2.260, -3.454)
H (5.283, -3.549, -2.142)
H (6.428, -3.989, -0.001)
H (5.805, -2.693, 2.016)
H (4.034, -0.993, 1.911)
Br (-4.780, 6.105, 2.083)
C (-5.131, 5.469, 0.335)
C (-5.818, 4.277, 0.172)
C (-6.046, 3.791, -1.106)
C (-5.589, 4.506, -2.208)
C (-4.977, 5.741, -2.034)
C (-4.720, 6.216, -0.759)
N (-5.805, 4.080, -3.563)
N (-5.393, 2.988, -3.966)
C (-4.609, 2.151, -3.105)
C (-5.048, 0.890, -2.807)
C (-4.350, 0.056, -1.908)
C (-3.188, 0.497, -1.330)
O (-2.458, -0.184, -0.438)
C (-2.662, 1.752, -1.733)
N (-1.452, 2.072, -1.201)
C (-0.879, 3.202, -1.558)
C (-1.478, 4.096, -2.455)
C (-2.704, 3.795, -2.988)
C (-3.347, 2.592, -2.626)
H (-6.179, 3.736, 1.035)
H (-6.586, 2.864, -1.239)
H (-4.695, 6.319, -2.905)
H (-4.220, 7.163, -0.615)
H (-5.982, 0.549, -3.236)
H (-4.738, -0.920, -1.653)
H (0.094, 3.411, -1.130)
H (-0.959, 5.005, -2.725)
H (-3.172, 4.463, -3.699)
Se (-3.122, -0.003, 2.321)
N (-1.336, -0.211, 2.167)
C (-0.832, -0.348, 3.382)
C (0.537, -0.609, 3.692)
C (0.888, -0.700, 4.997)
C (-0.063, -0.550, 6.063)
C (-1.374, -0.331, 5.814)
C (-1.801, -0.232, 4.452)
N (-3.048, -0.034, 4.076)
H (1.252, -0.755, 2.894)
H (1.919, -0.904, 5.256)
H (0.288, -0.632, 7.082)
H (-2.110, -0.236, 6.600)
C (5.396, -7.839, -4.118)
C (4.508, -6.925, -3.318)
O (4.710, -5.750, -3.166)
S (3.088, -7.775, -2.635)
C (2.264, -6.413, -1.858)
C (1.142, -5.855, -2.457)
C (0.532, -4.749, -1.890)
C (1.047, -4.193, -0.719)
C (2.155, -4.781, -0.104)
C (2.758, -5.889, -0.669)
C (0.536, -2.951, -0.225)
C (0.140, -1.835, 0.057)
H (6.434, -7.559, -3.952)
H (5.167, -7.694, -5.175)
H (5.239, -8.886, -3.868)
H (0.762, -6.273, -3.380)
H (-0.327, -4.294, -2.364)
H (2.559, -4.340, 0.798)
H (3.628, -6.334, -0.207)

Cartesian forces (eV/Å) of the 6 atoms listed first:
-0.621 0.523 0.214
-0.076 -0.045 0.022
0.081 -0.069 -0.189
0.036 -0.025 0.036
-0.038 0.007 -0.008
0.015 -0.002 0.000